[1]
Below is C73H62AsClN5O6PRu as an isolated structure, with properties calculated with ωB97M-V with the def2-TZVPD basis set.

Kohn-Sham gap (spin up / spin down) (eV): 7.444 / 3.519
Energy above the lowest of the compared OMol25 structures with the same formula, charge and spin (kcal/mol): 20.9
E_HOMO (spin up / spin down) (Ha): -0.4297 / -0.4371
LUMO level (spin up / spin down) (eV): -4.248 / -8.374
Charge: +2
Multiplicity: 5

Last column: Löwdin spin population.
Positions of all 150 atoms, in Å:
Ru -0.05640 -0.02750 0.16520  2.50
Cl 2.71150 -0.00880 0.20540  0.05
C 3.56120 1.42880 -0.19120  0.01
C 4.92750 1.36600 -0.40890  0.00
C 5.61390 2.53050 -0.70400  0.00
C 4.92580 3.72820 -0.80670  0.00
C 3.55500 3.77170 -0.61930  0.00
C 2.84670 2.61880 -0.28070  0.01
P 1.04810 2.56730 0.10190  0.08
C 1.03240 3.08630 1.86880  0.01
C 0.04820 2.60820 2.72660  0.00
C -0.09840 3.14210 3.99740  0.00
C 0.73840 4.15760 4.42460  0.00
C 1.75150 4.60510 3.59270  0.00
C 1.90140 4.08020 2.32200  0.00
C 0.57320 4.13670 -0.69820  0.01
C 0.76420 4.23160 -2.07810  0.00
C 0.59560 5.44350 -2.71930  0.00
C 0.24110 6.57060 -1.99050  0.00
C 0.00620 6.46870 -0.62980  0.00
C 0.15430 5.25280 0.01590  0.00
H 5.43700 0.41860 -0.33730  0.00
H 6.68010 2.49930 -0.86590  0.00
H 5.46350 4.63810 -1.02590  0.00
H 3.03810 4.71110 -0.74390  0.00
H -0.60680 1.80890 2.40660  0.00
H -0.87870 2.77290 4.64860  0.00
H 0.61220 4.58470 5.40710  0.00
H 2.41850 5.38320 3.92990  0.00
H 2.68870 4.45550 1.68510  0.00
H 1.04500 3.35100 -2.63850  0.00
H 0.76180 5.52250 -3.78370  0.00
H 0.14050 7.52500 -2.48370  0.00
H -0.27300 7.34160 -0.05810  0.00
H -0.04040 5.19370 1.07560  0.00
C 1.60770 -7.58810 2.70660  0.00
O 1.35040 -6.41210 1.96520  0.09
C 0.76470 -6.51320 0.74430  0.13
C 0.33580 -7.68670 0.14480  -0.01
C -0.24660 -7.64470 -1.11070  0.16
C -0.39790 -6.43790 -1.78210  0.05
C 0.00150 -5.25540 -1.19010  0.05
C 0.57280 -5.27700 0.07610  0.14
N 0.96390 -4.13210 0.75900  0.26
C 0.35420 -2.88610 0.54790  0.02
N -0.78480 -2.63230 1.27010  0.05
C -1.87760 -2.15660 0.50620  0.04
C -1.67300 -1.14580 -0.41990  0.02
C -2.65750 -0.84740 -1.34410  0.02
C -3.86270 -1.53320 -1.30410  0.01
C -4.08970 -2.51750 -0.35560  0.01
C -3.09950 -2.86260 0.55470  0.01
O -3.17080 -3.87080 1.46100  0.00
C -4.36140 -4.63650 1.53700  0.00
N 0.73310 -2.01850 -0.32280  0.03
C 1.56650 -2.32150 -1.41670  0.01
C 1.00370 -2.09690 -2.67150  0.00
C 1.67220 -2.47110 -3.81950  0.00
C 2.92540 -3.05440 -3.71670  0.00
C 3.52950 -3.21430 -2.48200  0.00
C 2.86650 -2.85140 -1.31370  0.00
O 3.39880 -2.94900 -0.06770  0.01
C 4.80450 -3.04820 0.05800  0.00
H 2.14750 -8.32850 2.11190  0.00
H 0.67890 -8.02430 3.08770  0.00
H 2.22780 -7.27080 3.54400  0.00
H 0.44130 -8.63150 0.65180  0.00
H -0.58490 -8.56040 -1.56610  0.01
H -0.84150 -6.41610 -2.76360  0.00
H -0.12790 -4.31790 -1.70790  0.00
H 1.21560 -4.33630 1.72260  0.01
H -1.06000 -3.29590 1.98730  0.00
H -2.48870 -0.09250 -2.09970  0.00
H -4.63620 -1.28900 -2.01560  0.00
H -5.03710 -3.02880 -0.35080  0.00
H -5.21960 -4.01820 1.80970  0.00
H -4.18320 -5.37890 2.31360  0.00
H -4.56590 -5.13940 0.58950  0.00
H 0.01280 -1.65680 -2.70920  0.00
H 1.20920 -2.33070 -4.78250  0.00
H 3.44280 -3.37970 -4.60600  0.00
H 4.51480 -3.65100 -2.42950  0.00
H 5.30960 -2.33030 -0.59340  0.00
H 5.01770 -2.79910 1.09770  0.00
H 5.16070 -4.05960 -0.15820  0.00
O 0.84600 -0.33530 2.33040  0.06
As 1.09650 -0.61300 3.93040  0.01
C -0.44270 -1.49650 4.70810  0.00
C -1.64900 -0.82040 4.80660  0.00
C -2.76820 -1.48290 5.27900  0.00
C -2.67590 -2.81470 5.65410  0.00
C -1.47050 -3.49190 5.54860  0.00
C -0.35220 -2.83570 5.06540  0.00
C 2.55590 -1.87940 4.16300  0.00
C 3.16450 -1.95380 5.40890  0.00
C 4.16360 -2.88500 5.62910  0.00
C 4.51420 -3.77470 4.62350  0.00
C 3.88880 -3.71610 3.38870  0.00
C 2.92590 -2.74830 3.14830  0.00
C 1.73050 0.92010 4.96700  0.00
C 1.19440 1.28370 6.19450  0.00
C 1.81100 2.27420 6.94420  0.00
C 2.95870 2.89320 6.47340  0.00
C 3.48940 2.53330 5.24410  0.00
C 2.88050 1.54110 4.49690  0.00
H -1.70760 0.21380 4.48920  0.00
H -3.70880 -0.95890 5.35260  0.00
H -3.54870 -3.33250 6.02160  0.00
H -1.39730 -4.52840 5.84450  0.00
H 0.59440 -3.35880 4.97790  0.00
H 2.85060 -1.27240 6.19220  0.00
H 4.66340 -2.91590 6.58530  0.00
H 5.28290 -4.51070 4.80440  0.00
H 4.14850 -4.41920 2.61150  0.00
H 2.47770 -2.63430 2.16870  0.00
H 0.30020 0.79700 6.56390  0.00
H 1.39330 2.56130 7.89830  0.00
H 3.43860 3.65840 7.06550  0.00
H 4.37890 3.01910 4.86970  0.00
H 3.29670 1.24040 3.53970  0.00
O -2.66310 0.19380 2.17360  0.01
C -2.69210 0.96320 1.23590  0.00
N -3.74760 1.64450 0.73340  0.01
C -3.37020 2.52180 -0.35930  0.00
C -1.93850 2.01940 -0.59410  0.01
O -1.19100 2.22750 -1.53630  0.04
N -1.58340 1.26680 0.45630  0.02
C -3.23380 3.97000 0.11020  0.00
C -3.23720 4.27440 1.46780  0.00
C -3.18390 5.59300 1.88310  0.00
C -3.11270 6.61150 0.94890  0.00
C -3.06960 6.30910 -0.40220  0.00
C -3.11710 4.99340 -0.82160  0.00
C -4.28590 2.44420 -1.56710  0.00
C -3.78200 2.60670 -2.85290  0.00
C -4.63570 2.67600 -3.94040  0.00
C -6.00460 2.57340 -3.76330  0.00
C -6.51120 2.39470 -2.48760  0.00
C -5.66230 2.33090 -1.39570  0.00
H -4.65470 1.65730 1.16870  0.00
H -3.30010 3.49000 2.20770  0.00
H -3.20710 5.82400 2.93710  0.00
H -3.09070 7.63860 1.27290  0.00
H -3.00730 7.09750 -1.13480  0.00
H -3.08210 4.76280 -1.87360  0.00
H -2.71750 2.68770 -3.00960  0.00
H -4.22740 2.81680 -4.92790  0.00
H -6.66900 2.63800 -4.61170  0.00
H -7.57630 2.31700 -2.33530  0.00
H -6.09340 2.21950 -0.41330  0.00

Forces on atoms 1 to 6 (eV/Å):
Ru -0.385 0.251 0.204
Cl 0.633 -0.602 0.275
C 0.240 0.850 -0.267
C -0.094 -0.102 0.068
C -0.070 -0.044 -0.012
C 0.050 0.080 0.013


[2]
Below is C22H28AuClN5O2 as an isolated structure, with properties calculated with ωB97M-V with the def2-TZVPD basis set.

Kohn-Sham gap (spin up / spin down) (eV): 4.006 / 5.720
E_HOMO (spin up / spin down) (Ha): -0.0524 / -0.1721
LUMO level (spin up / spin down) (eV): 2.581 / 1.036
Charge: -1
Multiplicity: 3

Last column: natural (NBO) charge in e.
Positions of all 59 atoms, in Å:
Au 0.16386 -0.08498 -0.04086  1.20
Cl 2.64488 0.63711 0.87982  -0.91
N -0.29527 -0.89150 1.89705  -0.60
N 0.20203 0.90607 -1.91096  -0.59
C 0.38232 -1.89677 2.38370  0.67
C 0.86237 0.43725 -2.93798  0.66
C -1.10389 -0.25879 2.99625  0.06
C -0.43655 -0.87099 4.21939  -0.08
C -2.56480 -0.61403 2.82120  -0.61
C -1.04288 1.23141 3.04695  -0.63
H -2.62719 -1.63851 2.43378  0.21
H -3.04021 0.07944 2.10937  0.22
H -3.07064 -0.52648 3.79638  0.20
H -0.02389 1.49512 3.32188  0.22
H -1.71900 1.75693 3.74551  0.21
H -1.30093 1.57335 2.02572  0.27
C -0.15052 2.33105 -2.15303  0.07
C -0.01226 2.39722 -3.65978  -0.07
C 0.88357 3.33020 -1.63129  -0.63
C -1.55439 2.63353 -1.65793  -0.63
H -2.23504 1.87403 -2.05246  0.20
H -1.88053 3.62954 -1.98351  0.20
H -1.60274 2.61468 -0.56494  0.28
H 1.90778 3.05308 -1.92988  0.22
H 0.91098 3.31538 -0.56005  0.26
H 0.60414 4.37440 -1.87444  0.20
O 0.85344 1.25834 -3.97651  -0.48
H 0.48598 3.30317 -4.04001  0.20
H -0.98787 2.26737 -4.15167  0.18
O 0.29399 -2.03612 3.70028  -0.48
H -1.14306 -1.15909 5.01646  0.19
H 0.33070 -0.19085 4.63996  0.21
C 1.22032 -2.83739 1.60714  -0.52
C 1.56689 -0.85891 -3.02297  -0.51
C 0.91905 -1.88176 -2.11395  -0.01
H 2.60268 -0.69894 -2.67028  0.26
H 1.57264 -1.18772 -4.06755  0.24
C 1.35006 -1.93648 -0.74928  -0.56
C 0.75719 -2.86341 0.16896  0.02
H 2.29686 -1.44662 -0.46143  0.27
C -0.28438 -3.66581 -0.26837  -0.05
C -0.70420 -3.59580 -1.60439  -0.30
C -1.00943 -4.56730 0.69366  -0.63
C -0.12591 -2.70044 -2.51488  -0.05
H -1.50948 -4.25731 -1.94532  0.19
C -0.69353 -2.57910 -3.90384  -0.63
H -1.43249 -3.37003 -4.07501  0.21
H 0.07499 -2.65651 -4.68574  0.20
H -1.20828 -1.61503 -4.04742  0.21
H -0.32936 -5.19291 1.28949  0.20
H -1.68945 -5.22801 0.14332  0.21
H -1.62823 -3.99067 1.40131  0.20
H 1.17292 -3.82930 2.07511  0.24
H 2.24775 -2.43811 1.63900  0.28
N -0.20076 2.26086 0.89555  -0.73
C 0.48507 3.01160 1.48784  0.61
N 0.93918 3.94148 2.25688  -0.72
C 1.89924 3.98017 3.13334  0.46
N 2.75667 4.14369 3.96614  -0.53

Forces on atoms 1 to 6 (eV/Å):
Au -0.054 0.965 0.624
Cl 0.465 0.070 0.159
N 0.545 -0.638 0.355
N 1.207 -0.542 -0.477
C -1.232 2.047 -0.139
C -1.496 1.474 1.562


[3]
Below is C38H62N11O4S3Sn as an isolated structure, with properties calculated with ωB97M-V with the def2-TZVPD basis set.

Kohn-Sham gap (eV): 6.901
Energy above the lowest of the compared OMol25 structures with the same formula, charge and spin (kcal/mol): 48.6
E_HOMO (Ha): -0.3613
LUMO level (eV): -2.930
Charge: +1

Last column: Mulliken charge in e.
Positions of all 119 atoms, in Å:
Sn -0.75214 0.40079 -2.10219  0.68
N -1.33026 2.77579 2.05089  -0.36
C -1.54402 2.09235 0.90289  0.42
S -1.28907 2.76605 -0.66190  -0.51
N -1.90747 0.82430 1.13431  -1.45
N -1.97495 0.05479 0.08231  1.27
C -2.67625 -1.05085 0.22354  -0.90
C -2.90918 -1.84885 -0.93532  0.96
C -3.71207 -3.00336 -0.79346  -0.82
C -3.92611 -3.79799 -1.89362  -0.39
C -3.35555 -3.41315 -3.15403  -0.72
C -2.61644 -2.24168 -3.24249  -0.49
N -2.39152 -1.48126 -2.13763  0.29
H -0.92698 3.70872 1.94728  0.24
H -1.13946 2.21579 2.87865  0.23
H -3.17761 -1.30485 1.20681  0.23
H -4.10487 -3.22313 0.18433  0.47
H -4.52047 -4.73387 -1.88863  0.40
H -3.53782 -4.01891 -4.00060  0.49
H -2.08859 -1.92339 -4.13843  0.46
C 3.53031 -6.40648 -1.29235  -0.71
O 3.10526 -5.06071 -1.47123  -0.34
C 2.01074 -4.78975 -0.62130  -0.31
C 0.85823 -4.02271 -1.28903  -0.69
O 1.19042 -2.70080 -1.59772  -0.04
C 1.97781 -2.56562 -2.79920  -0.58
C 2.58136 -1.20802 -2.60820  -0.68
O 1.73714 -0.20027 -3.25235  -0.12
C 2.48792 0.98898 -3.56819  -0.67
H 4.10975 -6.65536 -2.15628  0.26
H 4.21918 -6.41121 -0.43928  0.26
H 2.64181 -7.06936 -1.25672  0.34
H 1.50623 -5.68860 -0.31230  0.44
H 2.36005 -4.29658 0.32718  0.18
H 0.49658 -4.45847 -2.20735  0.39
H -0.01717 -3.99906 -0.58045  0.16
H 2.71478 -3.33759 -2.84133  0.46
H 1.40106 -2.59509 -3.73722  0.21
H 2.75833 -1.01010 -1.55756  0.32
H 3.52674 -1.25862 -3.13569  0.47
H 3.35831 0.83938 -4.16511  0.37
H 1.75669 1.66127 -4.08438  0.06
H 2.83352 1.51712 -2.64890  0.31
C 0.81817 -7.61266 5.16068  -0.96
N 0.71338 -6.73146 4.03532  -0.14
C -0.44299 -6.42632 3.42121  0.16
S -0.50047 -4.96524 2.62067  -0.35
N -1.42360 -7.35131 3.46931  -0.07
C -2.76282 -7.07689 2.98300  -0.69
H 1.87610 -7.58707 5.43044  0.35
H 0.50105 -8.66423 4.90083  0.25
H 0.16539 -7.32140 6.00197  0.29
H 1.51557 -6.14833 3.82660  0.25
H -1.13070 -8.29039 3.78289  0.20
H -2.74286 -6.06347 2.48627  0.12
H -3.42939 -7.09835 3.86305  0.30
H -3.09734 -7.86792 2.32589  0.31
C -5.45737 4.71759 0.95131  -1.18
C -5.84286 4.53717 -0.53985  -0.56
C -5.07770 3.40030 -1.19132  0.63
C -5.30914 3.25759 -2.71527  -1.21
N -4.24283 2.46861 -3.34905  -0.02
C -3.00892 2.85923 -3.77641  0.32
S -1.91956 1.56880 -4.32854  -0.43
N -2.65870 4.13396 -3.81955  0.10
C -1.33233 4.61566 -4.08164  -0.16
C -1.25764 5.59547 -5.28090  -0.85
C 0.07038 5.48282 -6.14765  -0.52
C 0.18512 4.12599 -6.89980  -0.88
H -6.01401 5.49802 1.52487  0.35
H -4.42672 4.99027 1.01883  0.29
H -5.60315 3.74922 1.40398  0.33
H -5.59298 5.49334 -1.04736  0.31
H -6.89594 4.35167 -0.72978  0.34
H -5.45199 2.45743 -0.75215  0.33
H -3.99841 3.50216 -1.01516  -0.27
H -5.33839 4.26393 -3.19232  0.34
H -6.28464 2.71290 -2.89642  0.33
H -4.17160 1.45606 -3.16964  0.20
H -3.34489 4.85949 -3.62277  0.24
H -0.72632 3.68979 -4.22389  -0.10
H -1.01402 5.08286 -3.13537  0.33
H -1.33197 6.61313 -4.89457  0.42
H -2.16096 5.41553 -5.96339  0.29
H 0.87436 5.48775 -5.39028  0.25
H 0.17925 6.39279 -6.77363  0.40
H -0.69611 3.52262 -6.63976  0.23
H 1.14126 3.65286 -6.63893  0.20
H 0.19219 4.28504 -7.96472  0.34
C 2.96120 5.48976 1.52466  -1.24
C 3.49818 4.37054 2.39610  1.05
C 3.09988 4.22841 3.75448  -0.54
C 3.69236 3.31340 4.59769  -0.34
C 4.74879 2.52255 4.13501  -0.01
N 5.39618 1.57320 4.99095  -0.08
C 5.48233 0.23798 4.61224  0.29
O 6.38135 -0.49830 4.99675  -0.65
N 4.48483 -0.16604 3.61512  -0.11
C 3.16104 -0.39233 4.17360  0.10
C 2.81803 -1.54002 4.88375  -0.26
C 1.59557 -1.75670 5.36607  -0.51
C 0.64590 -0.75355 5.11457  -0.48
N 0.85796 0.28305 4.34664  -0.43
C 2.09122 0.50978 3.93157  -0.50
C 5.17620 2.67373 2.77796  -0.06
C 4.59498 3.58010 1.91968  -1.02
H 2.04517 5.10010 1.07376  0.20
H 3.67004 5.79215 0.69810  0.34
H 2.80174 6.41535 2.10666  0.37
H 2.25282 4.79234 4.17486  0.31
H 3.26433 3.20673 5.59359  0.35
H 6.07982 1.81649 5.72067  0.27
H 4.84234 -1.08148 3.22166  0.37
H 3.66034 -2.19998 4.95368  0.45
H 1.31440 -2.69584 5.85842  0.40
H -0.38327 -0.88090 5.39869  0.38
H 2.17018 1.40756 3.34924  0.67
H 5.85096 1.88422 2.44268  0.35
H 4.93791 3.66302 0.87635  0.32

Forces on atoms 1 to 6 (eV/Å):
Sn -0.472 0.182 0.918
N 0.311 0.900 -0.806
C 0.386 -1.521 0.653
S 0.058 0.206 -0.281
N 0.278 1.222 0.756
N -1.469 -1.883 -0.676


[4]
Below is CH2Cl2N2O2 as an isolated structure, with properties calculated with ωB97M-V with the def2-TZVPD basis set.

Kohn-Sham gap (eV): 9.220
Energy above the lowest of the compared OMol25 structures with the same formula, charge and spin (kcal/mol): 27.5
E_HOMO (Ha): -0.3714
LUMO level (eV): -0.887

Last column: natural (NBO) charge in e.
Positions of all 9 atoms, in Å:
C -0.45508 -0.39547 -0.06130  -0.10
N -1.03322 0.91366 0.15349  0.49
N 1.35234 -0.32190 0.41237  -0.45
O -0.64445 1.58194 1.07169  -0.33
O -1.91407 1.20610 -0.62209  -0.35
Cl 2.04249 0.77175 -0.72985  0.13
Cl 1.94593 -1.90863 0.17831  0.14
H -0.78634 -1.11322 0.68422  0.24
H -0.50760 -0.73422 -1.08683  0.23

Forces on atoms 1 to 6 (eV/Å):
C 4.141 -1.212 1.174
N -0.105 0.343 -0.068
N -3.868 0.577 -0.516
O 0.231 0.170 0.424
O -0.379 0.098 -0.380
Cl 0.146 0.004 -0.231


Respective total energy values: -6675.8758; -1875.1935; -3797.0681; -1219.4574 hartree.